Arrangement 1

13
Properties=species:S:1:pos:R:3:nbo_charge:R:1 method="wB97M-V/def2-TZVPD" orbital_gap_ev=10.8 homo_energy_ev=-14.679 total_charge=+1
O -3.93 0.50 0.02 -0.381
H 1.70 0.99 1.23 0.265
C -0.72 -0.86 0.81 0.380
H 1.90 1.17 -1.60 0.468
N -1.64 -0.16 -0.14 -0.727
C -2.86 0.12 -0.09 0.935
C 1.54 0.07 0.59 0.012
H -1.10 -1.65 1.39 0.211
H 0.82 -0.43 -1.31 0.451
H 2.39 -0.65 0.43 0.246
N 0.49 -0.65 0.90 -0.468
N 1.19 0.57 -1.01 -0.849
H 0.21 0.97 -1.22 0.457


Arrangement 2

13
Properties=species:S:1:pos:R:3:nbo_charge:R:1 method="wB97M-V/def2-TZVPD" orbital_gap_ev=11.5 homo_energy_ev=-15.636 smiles=Cn1cc[n+](O)n1 total_charge=+1
H 2.24 -1.52 0.54 0.513
N 1.49 -0.03 0.10 0.205
H -1.77 -1.85 -0.02 0.269
C -0.19 1.18 -0.31 -0.013
H -2.18 -0.32 1.04 0.246
H -1.00 2.00 -0.36 0.290
N -0.56 -0.15 -0.10 -0.098
C 1.17 1.22 -0.28 -0.090
C -1.85 -0.72 0.08 -0.440
N 0.52 -0.77 0.30 -0.033
O 2.66 -0.58 0.36 -0.416
H -2.51 -0.45 -0.77 0.256
H 1.99 1.99 -0.58 0.311


Most stable one: arrangement 1, least stable one: arrangement 2.


Arrangement 1

10
Properties=species:S:1:pos:R:3:nbo_charge:R:1 method="wB97M-V/def2-TZVPD" orbital_gap_ev="5.9 / 5.9" homo_energy_ev="-8.159 / -8.161"
C 0.18 -0.60 0.61 -0.348
H 2.11 -0.09 -0.12 0.207
O -1.27 1.88 0.00 -0.944
Br -2.26 -1.23 -0.72 0.256
H 1.96 -0.29 1.70 0.214
Br 0.29 -0.24 -2.24 0.226
C -0.52 -0.61 -0.62 -0.072
C 1.49 -0.31 0.74 -0.204
H -1.56 2.29 -0.82 0.417
H -0.43 -0.81 1.48 0.250


Arrangement 2

10
Properties=species:S:1:pos:R:3:nbo_charge:R:1 method="wB97M-V/def2-TZVPD" orbital_gap_ev=10.5 homo_energy_ev=-10.255
C -0.85 0.24 -0.48 -0.219
H 1.00 -0.23 0.21 0.255
C -0.08 1.56 -0.98 0.382
O 1.10 1.55 -1.11 -0.508
H -0.26 -0.33 1.44 0.243
H -0.55 2.51 -1.33 0.164
Br -2.50 0.76 0.39 0.057
H 0.12 -1.69 0.34 0.247
Br -1.25 -0.55 -2.21 0.080
C 0.02 -0.53 0.41 -0.702


Most stable one: arrangement 2, least stable one: arrangement 1.


Arrangement 1

45
Properties=species:S:1:pos:R:3:nbo_charge:R:1 method="wB97M-V/def2-TZVPD" orbital_gap_ev=8.5 homo_energy_ev=-7.909 smiles="COc1cc2c(C(=O)NCc3ccccn3)cn(C)c(=O)c2cc1OC"
H -0.94 1.38 -1.37 0.397
C -3.40 1.25 -0.44 0.199
C -4.70 -1.02 0.30 -0.262
H 3.13 -4.06 -1.15 0.182
H 4.52 3.50 -0.77 0.202
C 2.40 -1.59 -0.08 -0.258
H -1.06 -0.03 0.40 0.233
C 0.97 1.84 0.11 -0.215
C 0.03 -1.81 0.18 0.369
H -2.92 2.91 -1.73 0.200
N -3.98 1.21 0.75 -0.420
H -0.92 -4.41 -0.36 0.187
N 3.36 1.96 0.05 -0.401
H 3.28 -4.14 0.63 0.182
O -0.53 3.53 0.88 -0.609
C -4.61 0.10 1.11 0.047
C 1.30 -2.41 0.00 0.213
H 3.40 -1.99 -0.18 0.249
C -4.10 -0.97 -0.95 -0.155
H 5.41 2.15 -0.01 0.257
C -0.07 -0.43 0.22 -0.289
C 2.30 -0.19 -0.03 -0.098
C -1.25 -3.84 0.51 -0.241
H 4.59 3.36 1.01 0.205
C 3.53 0.59 -0.07 0.642
C 1.04 0.41 0.09 -0.025
C 2.14 2.54 0.13 0.098
N -1.20 2.17 -0.80 -0.605
C -0.32 2.59 0.14 0.668
H -2.97 0.26 -2.30 0.213
C -2.61 2.50 -0.76 -0.263
O 1.37 -3.77 -0.09 -0.508
H -4.14 -1.82 -1.61 0.217
H 2.45 -5.44 -0.26 0.200
H -2.75 3.24 0.02 0.260
H -5.07 0.13 2.09 0.195
C 4.54 2.80 0.07 -0.421
H -2.31 -4.03 0.70 0.187
H -0.66 -4.15 1.38 0.183
H 2.12 3.62 0.19 0.225
O 4.64 0.11 -0.19 -0.636
C -3.45 0.18 -1.33 -0.264
O -1.17 -2.45 0.30 -0.509
H -5.21 -1.90 0.64 0.219
C 2.64 -4.37 -0.22 -0.251


Arrangement 2

45
Properties=species:S:1:pos:R:3:nbo_charge:R:1 method="wB97M-V/def2-TZVPD" orbital_gap_ev=8.2 homo_energy_ev=-8.384 smiles="Cc1ccc(C(=O)ON=C2CCN(c3ccc([N+](=O)[O-])cc3)CC2)cc1"
C 0.49 -1.97 -3.78 -0.183
H 2.35 1.12 1.39 0.196
H 2.06 -1.23 1.00 0.229
H 0.73 5.22 3.20 0.246
C -1.71 -2.63 -4.49 -0.156
O -2.43 -2.68 -1.75 -0.548
H 1.19 -1.72 -2.99 0.222
H -1.97 -2.90 -6.59 0.213
N -0.81 -1.87 0.13 -0.110
H 1.54 -1.18 3.21 0.195
C -0.82 -2.30 -3.46 -0.124
O -1.53 5.28 6.33 -0.394
C 1.30 0.77 1.40 -0.202
H -2.72 -2.88 -4.23 0.236
H 1.45 3.18 2.08 0.220
C -0.46 -1.35 2.41 -0.459
C 0.92 -1.99 -5.09 -0.216
N 0.80 0.70 2.76 -0.437
H 1.94 -1.74 -5.33 0.210
C -0.06 -1.30 0.97 0.259
H 1.34 -0.42 -0.39 0.250
H -0.83 0.86 4.91 0.212
C 0.59 -0.63 3.26 -0.207
C 0.79 3.10 2.93 -0.321
N -0.83 5.39 5.33 0.529
C -0.85 2.95 5.16 -0.143
C 0.04 -2.32 -6.12 0.015
O -0.40 -1.83 -1.21 -0.407
H -0.58 -2.39 2.73 0.240
H 0.70 1.49 0.84 0.206
H 1.54 -2.61 -7.62 0.219
C 1.23 -0.58 0.68 -0.492
H -1.43 -0.86 2.53 0.239
C 0.38 1.83 3.39 0.318
C -1.34 -2.31 -2.08 0.762
C 0.40 4.25 3.56 -0.129
H 0.42 -1.30 -7.95 0.226
O -0.46 6.45 4.86 -0.395
C -1.28 -2.64 -5.80 -0.227
H 0.29 -0.61 4.30 0.224
H -1.50 2.92 6.02 0.248
H -0.11 -2.97 -8.16 0.219
C -0.42 4.19 4.68 -0.052
C 0.50 -2.31 -7.54 -0.632
C -0.45 1.80 4.53 -0.302


Most stable one: arrangement 1, least stable one: arrangement 2.